Entry i
{"formula": "C3H5FO", "method": "ωB97M-V/def2-TZVPD", "spin_multiplicity": 1, "smiles": "CO/C=C\\F", "lumo_energy_ev": 0.966, "charge": 0, "homo_lumo_gap_ev": 9.5, "symbols": ["C", "C", "C", "H", "H", "H", "H", "H", "O", "F"], "positions_angstrom": [[-1.1453, 1.9926, -0.5033], [0.0598, -0.1536, -0.5541], [0.5139, -1.3252, -0.0907], [-0.5104, 2.8817, -0.3422], [-1.9707, 1.9925, 0.1659], [-1.3432, 1.8979, -1.5755], [-0.0400, -0.0675, -1.6478], [0.6362, -2.1021, -0.7835], [-0.2570, 0.9501, 0.1522], [0.9682, -1.6985, 1.0950]]}

Entry ii
{"formula": "C3H5FO", "method": "ωB97M-V/def2-TZVPD", "spin_multiplicity": 1, "smiles": "C[C@@H]1O[C@H]1F", "lumo_energy_ev": 1.128, "charge": 0, "homo_lumo_gap_ev": 11.5, "symbols": ["C", "C", "C", "O", "F", "H", "H", "H", "H", "H"], "positions_angstrom": [[0.2525, 0.2313, -0.6530], [-0.0107, -0.2187, -2.0211], [-0.1871, -0.4327, 0.6243], [-0.6845, 1.0503, -1.2614], [0.6936, 0.2820, -3.0365], [1.2230, 0.7609, -0.6008], [-0.7666, -0.9957, -2.3044], [-1.1514, -0.0503, 1.0055], [0.5762, -0.1648, 1.3235], [-0.2806, -1.5165, 0.6474]]}

Relative energies with respect to the most stable structure, expressed in hartree: entry i 0.0035; entry ii 0.0000.